{
  "formula": "C65H144F30N5OP8",
  "method": "the ωB97M-V functional and the def2-TZVPD basis",
  "e_homo_ev": -10.0,
  "charge": 1,
  "relative_energy_kj_mol": 316.5,
  "orbital_gap_ev": 7.6,
  "species": ["P", "P", "P", "P", "P", "P", "P", "P", "F", "F", "F", "F", "F", "F", "F", "F", "F", "F", "F", "F", "F", "F", "F", "F", "F", "F", "F", "F", "F", "F", "F", "F", "F", "F", "F", "F", "F", "F", "O", "N", "N", "N", "N", "N", "C", "C", "C", "C", "C", "C", "C", "C", "C", "C", "C", "C", "C", "C", "C", "C", "C", "C", "C", "C", "C", "C", "C", "C", "C", "C", "C", "C", "C", "C", "C", "C", "C", "C", "C", "C", "C", "C", "C", "C", "C", "C", "C", "C", "C", "C", "C", "C", "C", "C", "C", "C", "C", "C", "C", "C", "C", "C", "C", "C", "C", "C", "C", "C", "C", "H", "H", "H", "H", "H", "H", "H", "H", "H", "H", "H", "H", "H", "H", "H", "H", "H", "H", "H", "H", "H", "H", "H", "H", "H", "H", "H", "H", "H", "H", "H", "H", "H", "H", "H", "H", "H", "H", "H", "H", "H", "H", "H", "H", "H", "H", "H", "H", "H", "H", "H", "H", "H", "H", "H", "H", "H", "H", "H", "H", "H", "H", "H", "H", "H", "H", "H", "H", "H", "H", "H", "H", "H", "H", "H", "H", "H", "H", "H", "H", "H", "H", "H", "H", "H", "H", "H", "H", "H", "H", "H", "H", "H", "H", "H", "H", "H", "H", "H", "H", "H", "H", "H", "H", "H", "H", "H", "H", "H", "H", "H", "H", "H", "H", "H", "H", "H", "H", "H", "H", "H", "H", "H", "H", "H", "H", "H", "H", "H", "H", "H", "H", "H", "H", "H", "H", "H", "H", "H", "H", "H", "H", "H", "H"],
  "coordinates": [[-9.347320, 0.080588, -2.883546], [7.908560, -6.142972, -8.998846], [-3.772850, -5.975812, -5.009366], [1.523500, -2.616892, 1.431404], [-4.365740, 10.993468, 0.575784], [5.129800, 5.312048, 0.184264], [-10.316960, 2.398568, 6.180054], [-4.576790, 3.737618, 11.761384], [-3.724930, 11.333568, 2.095124], [5.751910, 4.653548, -1.154266], [-7.972470, -0.154242, -2.051516], [-11.601140, 3.217338, 5.730114], [-9.007450, 1.667128, 6.754204], [0.890830, -2.277342, -0.004676], [5.243990, 3.844038, 0.896814], [-9.359930, 3.313358, 5.282864], [0.092560, -2.853882, 2.135284], [-9.286800, 1.675098, -2.482916], [-10.088530, 3.437508, 7.428784], [1.609070, -4.169922, 0.758094], [4.396120, 5.904568, 1.505554], [-10.274100, -0.131542, -1.557026], [-3.091600, 10.010248, 0.356414], [6.653640, 5.895438, 0.584564], [-10.333600, 1.390728, 4.870394], [3.592050, 5.007888, -0.244786], [-10.751970, 0.398978, -3.689766], [-5.112050, 9.682718, 1.196754], [-4.953420, 10.634198, -0.931626], [-8.472870, 0.285348, -4.229386], [-9.265680, -1.541572, -3.189766], [-3.541990, 12.193648, -0.084056], [-5.532270, 12.052848, 0.840964], [-11.249190, 1.473498, 7.148744], [1.593370, -1.017812, 1.914094], [3.016520, -2.563972, 0.874604], [4.908600, 6.583818, -0.701146], [2.205520, -3.002742, 2.849834], [-4.217140, 2.984928, 3.666424], [5.690390, 0.672868, 8.253784], [3.620940, 11.879938, -5.877636], [-2.777900, 3.210818, 1.114804], [3.283240, 9.717628, -5.472136], [6.116320, 2.615208, 7.094244], [2.302930, 10.428928, -4.829616], [5.700780, -0.328752, 9.307824], [-3.718130, 5.449758, 9.666784], [9.403770, -3.122832, -12.578056], [9.626350, -6.350942, -8.420776], [4.140340, 13.126408, -6.363526], [-4.294900, 1.909768, 2.837964], [-6.613100, -5.741092, -9.334126], [-4.264400, 4.830308, 13.175734], [-3.097270, 1.912498, 1.901494], [12.641710, -5.817602, -8.610126], [8.952220, -5.405862, -11.474336], [-2.089000, 4.262048, 1.979084], [-6.944940, -6.014852, -7.839176], [-3.628350, 3.975768, 14.334284], [-6.344630, -5.776772, -0.746696], [-4.078830, 3.863538, 0.554084], [-6.419730, 1.878268, 13.322574], [-5.953510, -5.606882, -6.734326], [7.289410, -11.346622, -7.902406], [5.662930, -2.093572, -6.375236], [4.638910, 13.881218, -5.187826], [7.898480, -4.985812, -10.429716], [7.375610, -7.798542, -9.680726], [-2.644730, 0.410448, 10.415944], [2.574560, 11.752558, -4.928776], [-2.742340, -0.655302, 9.197384], [6.513400, 1.796408, 8.126164], [5.690070, -3.600962, -6.540886], [-2.850210, -3.516752, -6.298426], [7.585320, -10.336952, -8.986426], [-3.601350, 1.583578, 10.246084], [-7.386480, 0.742048, 13.116844], [-1.872110, 2.803868, -0.076836], [8.947610, -4.588622, -12.734756], [0.243790, -8.380562, -3.544746], [-3.410690, -4.189472, -5.018856], [-0.674400, -8.938672, -4.657786], [7.104990, -8.883212, -8.648256], [5.709210, 4.947108, 7.184834], [-3.196640, 2.605738, 11.287094], [-2.096310, -8.309842, -4.705296], [-4.763330, -6.511702, -6.511026], [-2.207150, 4.088438, 16.456634], [6.776450, -5.450472, -7.724456], [-6.198990, 2.787788, 12.098924], [4.074380, 10.627718, -6.121646], [10.365540, -5.019232, -8.069346], [6.658870, 3.903758, 6.728854], [-4.496790, 7.963638, 9.552914], [11.784600, -5.195212, -7.519066], [-2.700500, -2.008372, -6.218576], [-4.998320, 4.870988, 10.335354], [-4.818900, -6.006192, -0.834576], [6.800010, -3.887172, -7.475896], [4.712520, 0.828418, 7.292094], [-3.963420, 6.744598, 8.842054], [-3.075000, 4.884018, 15.415154], [-2.073250, -6.787212, -4.957706], [-8.801210, 1.297848, 12.840974], [-2.191900, -1.331792, -7.487536], [-4.175770, -5.692852, -2.122216], [4.979990, 2.003318, 6.519124], [-4.730370, -6.386542, -3.424916], [3.388450, 8.246368, -5.489286], [-3.195780, 4.663818, 9.121304], [8.213670, -8.136872, -10.290046], [-0.920730, 2.488678, 0.351704], [-4.637750, 6.565968, 8.004524], [-5.535370, 1.355468, 13.686844], [-6.247700, 2.147628, 11.218054], [-4.329580, -5.484292, -0.012216], [6.657700, -3.318652, -8.394936], [-6.591150, -4.953092, -0.076726], [-1.616860, 5.029998, 1.366354], [3.943290, 14.405788, -4.532826], [-2.769220, 3.446238, 13.922474], [-1.384350, 3.508718, 16.038284], [-1.256250, -1.830202, -7.740996], [6.319880, -1.186072, 9.043584], [9.675330, -5.036932, -13.411196], [-7.433000, -6.987782, -7.781646], [-6.979840, 3.519898, 11.893034], [4.992880, -1.846052, -5.551906], [-7.305940, -0.054552, 13.856474], [-3.123310, -5.974462, -2.155556], [4.728570, 4.681108, 6.790254], [6.888280, 3.836088, 5.665424], [8.195760, -4.012322, -10.039796], [9.455630, -6.990932, -7.555116], [-2.856410, 3.408898, 17.008714], [-4.195990, -4.612852, -2.268196], [-2.078240, -1.509742, 9.327824], [-5.549720, -5.657162, -9.558396], [-3.501400, 5.542798, 12.862234], [-1.486860, -6.253532, -4.209756], [-2.735260, -8.760842, -5.464516], [7.179610, -5.972462, -6.856656], [8.656460, -6.428182, -11.709926], [13.701380, -5.788092, -8.356486], [9.978080, -6.992832, -9.228466], [12.181070, -4.246132, -7.158296], [6.477020, -7.830482, -10.296866], [-2.644750, -4.216462, -4.243796], [6.038370, -8.841562, -8.427596], [2.659270, 7.817638, -6.176726], [-5.241980, 1.763038, 2.318724], [-8.759380, 1.638128, 11.806294], [9.868860, -4.575162, -7.206666], [8.651760, -2.729752, -11.893906], [-0.309930, -8.627042, -5.636646], [7.486510, -11.018762, -6.881736], [-3.694290, -1.130802, 8.961184], [-5.586670, 7.952218, 9.564284], [3.344450, 13.642418, -6.900546], [-4.847950, -7.576682, -6.294786], [1.547850, 9.843268, -4.326366], [-1.795640, 3.641528, -0.770076], [8.661330, -10.481332, -9.083596], [-6.879450, -6.605442, -9.942446], [9.373210, -2.585432, -13.525886], [-3.702400, -1.606442, -6.067696], [7.763020, -3.501452, -7.141346], [7.760580, -12.309902, -8.097846], [-3.909210, 5.345098, 15.943924], [-4.782950, -7.469092, -3.309056], [-6.551870, -5.587662, -5.823456], [-1.314970, 3.688428, 2.488934], [-2.956010, 5.704058, 10.403404], [-4.685580, -7.078712, -0.693096], [-5.553140, 4.319418, 9.576374], [4.667740, -0.514622, 9.601734], [-2.531000, -0.228222, 8.217064], [-5.645950, -4.591332, -6.983656], [6.644230, -1.708592, -6.097886], [0.028540, -8.614102, -2.502046], [-4.137720, 8.038178, 10.579374], [-5.089880, 3.349928, 3.829864], [5.115000, 14.771548, -5.598606], [3.120760, 7.917568, -4.485126], [-2.200710, 1.789208, 2.508984], [-5.769450, -6.255452, -3.726976], [11.813510, -5.896252, -6.684906], [-2.792170, 4.667738, 2.706464], [-4.709120, 3.171098, -0.003926], [12.568660, -5.286812, -9.559356], [7.963800, -4.704322, -13.189546], [-2.207830, -1.749702, -5.281316], [-4.285140, -3.620672, -4.702776], [-9.129000, 2.159458, 13.422604], [5.249760, -1.507282, -7.196006], [7.241590, -10.720002, -9.947276], [-9.572550, 0.543068, 12.994114], [-2.692010, -8.543052, -3.822766], [10.292220, -4.151352, -8.724716], [-7.234410, -4.986332, -9.816216], [4.747080, -4.046642, -6.857486], [-3.490140, -3.746752, -7.150276], [5.777300, -4.055352, -5.553956], [-3.814040, 4.654318, -0.147806], [-2.901460, -1.454642, -8.305776], [-2.716330, -0.116582, 11.367374], [-1.639040, 0.815968, 10.526584], [-2.493670, 5.721408, 15.029224], [4.373130, 7.807688, -5.650686], [-5.689190, 5.617348, 10.727444], [-2.010100, -0.262212, -7.382356], [-1.879330, -3.914472, -6.593896], [-1.825000, 4.625258, 17.324904], [9.970980, -5.434052, -11.087766], [6.008060, 5.927058, 6.812694], [-7.074340, 0.170758, 12.242604], [-4.078670, -6.423652, -7.354586], [4.852630, 12.907548, -7.159046], [4.943470, 10.394328, -6.718816], [-2.960400, 2.130438, 12.239134], [4.503170, 2.503548, 5.689184], [-5.122420, 5.450688, 13.434654], [-0.895030, -10.003772, -4.587066], [-4.631930, 4.370918, 1.344504], [6.232560, -11.570792, -8.046986], [5.377200, 13.248758, -4.694846], [-2.288500, 1.954848, -0.618966], [-7.856340, -5.462382, -7.610616], [12.486840, -6.895332, -8.661206], [-6.814680, -6.666102, -0.326876], [-6.814030, -5.481652, -1.685136], [-1.518010, -6.501442, -5.851096], [-4.287340, 3.233998, 14.785514], [6.887840, -4.972492, -10.837776], [1.275560, -8.687632, -3.715816], [-3.401670, 2.066758, 9.289654], [-4.637240, 1.267768, 10.122344], [7.594710, 4.079038, 7.259494], [7.390640, 2.063838, 8.696534], [5.573280, 4.958678, 8.266254], [-4.181440, 1.011718, 3.445194], [-2.394500, 3.252638, 10.931884], [6.041050, 0.101518, 10.249724], [-6.824360, 2.470028, 14.143674], [3.858300, 0.168008, 7.268444], [-3.263510, 1.054478, 1.250124], [1.961450, 12.610758, -4.696436], [0.265620, -7.298092, -3.670776], [-4.153300, 8.896338, 9.105484], [5.776220, -5.789442, -7.994186], [10.369520, -2.918092, -12.115986], [-2.989700, 7.106788, 8.512214], [7.558770, -8.571722, -7.707426]],
  "atomic_forces_ev_per_a": [[-0.77, 0.72, 0.87], [-0.89, 0.76, -1.47], [0.24, -0.28, 0.22], [1.51, -1.13, -0.05], [0.98, -0.55, 0.40], [-0.67, -0.77, -0.44], [0.62, 0.09, 0.36], [-2.56, 0.35, -0.68], [-0.66, -0.05, -0.98], [0.27, -0.87, -0.02], [0.21, 0.30, 0.47], [-0.34, -0.15, -0.47], [0.76, -1.33, 0.02], [-0.56, 1.47, 0.26], [0.63, 0.98, 0.19], [0.49, 1.12, -0.48], [0.03, 0.17, -0.79], [0.48, -0.49, -0.65], [-0.51, 0.52, 0.25], [-1.05, -0.29, 1.85], [1.68, 0.68, 0.72], [0.72, -0.75, -0.34], [0.39, -0.09, -0.57], [-1.64, -1.12, 0.55], [-0.96, -0.05, 1.37], [-0.71, -1.96, -0.77], [1.16, -0.98, -0.21], [-0.71, 0.98, -0.06], [0.09, -0.04, 1.01], [-0.24, 0.55, -0.15], [-1.28, 0.51, -0.09], [0.85, 0.46, -0.16], [-0.79, -0.81, 0.34], [0.24, -0.19, -0.85], [-0.63, -1.12, -0.88], [0.99, 1.59, -0.75], [0.42, 3.08, -0.24], [-0.36, -0.68, 0.35], [-0.28, 2.02, 1.09], [0.96, 3.87, -1.37], [-0.92, -3.33, 1.36], [-1.80, 0.12, -1.48], [1.57, 1.47, -1.57], [-1.18, -4.55, 1.87], [0.27, -0.68, 0.89], [-0.10, 0.41, 0.94], [-0.35, 0.78, 0.58], [-1.41, -0.24, 0.52], [-1.15, 0.74, -0.32], [-0.93, 0.19, -0.66], [0.31, -1.26, -0.83], [-0.05, -1.05, -0.10], [1.28, -1.12, 0.36], [0.22, 0.43, 0.38], [1.32, 0.05, 0.46], [-0.65, -0.69, 0.34], [0.25, -1.17, -0.06], [-1.26, 0.45, -0.79], [0.26, 1.03, -0.35], [0.11, 0.50, 0.27], [0.63, 0.13, -0.09], [0.47, 0.16, 0.93], [-1.26, -0.86, -0.22], [-1.66, -0.52, -0.41], [-1.19, 0.53, 1.05], [1.41, 1.67, -0.44], [1.26, -0.23, 0.62], [0.30, -0.26, 0.16], [-0.14, -1.76, -1.80], [-0.28, 0.21, -2.12], [0.33, 0.63, 0.54], [-0.87, -0.03, -1.09], [-0.48, 0.94, 0.77], [0.23, -0.69, -0.67], [1.00, 0.34, 0.15], [0.77, -0.18, -0.82], [-1.06, -0.01, -0.99], [-0.47, 0.18, 0.93], [1.29, 0.22, -0.75], [0.12, 0.13, -0.88], [0.31, 0.02, -0.41], [-1.48, 0.74, 0.45], [0.49, -0.65, 0.88], [-1.25, 0.61, -0.49], [-1.74, 1.05, 1.25], [-0.37, 0.59, 0.30], [1.93, 0.46, 0.90], [-1.00, -0.03, 0.30], [1.59, 0.26, -0.68], [1.32, -0.31, -0.89], [-1.01, 0.09, 0.60], [-0.49, 0.09, 1.96], [1.21, -0.11, 0.23], [-0.60, 0.14, 1.01], [0.22, -0.81, -1.15], [-1.60, 0.64, 0.69], [0.89, -0.77, 0.08], [-1.22, -1.29, 0.75], [0.47, -1.96, -1.15], [0.40, 2.10, -1.52], [0.62, -0.23, -0.20], [0.72, -0.21, 1.57], [-0.81, 0.19, 0.23], [0.26, -0.57, -0.19], [0.57, -0.67, 0.32], [0.48, 0.85, -2.58], [0.72, -1.36, 2.35], [0.12, 0.01, -0.61], [-0.62, -0.35, 0.77], [-0.40, 0.01, -0.59], [0.10, 0.25, -0.23], [0.06, 0.24, -0.16], [0.39, -0.26, -0.26], [0.65, 0.63, -0.14], [-0.01, -0.11, -0.25], [0.21, -0.08, -0.17], [-0.36, -0.27, -0.29], [0.12, -0.01, 0.08], [-0.31, -0.12, -0.14], [-0.52, -1.02, 0.17], [-0.03, -0.20, -0.15], [-0.08, 0.11, -0.26], [0.19, 0.24, -0.44], [-0.46, -0.03, -0.01], [-0.19, -0.41, -0.18], [0.99, -0.64, 0.46], [-0.07, 0.14, 0.45], [0.08, 0.11, 0.20], [-0.21, 0.59, 0.73], [0.23, 0.04, 0.53], [-0.15, 0.49, -0.18], [-0.25, 0.48, -0.04], [-0.46, 0.18, 0.13], [0.60, -0.03, 0.31], [-0.20, -0.53, -0.42], [-0.02, 0.15, -0.21], [0.28, 0.24, 0.20], [0.05, 0.62, 0.17], [0.16, 0.06, -0.12], [-0.36, 0.00, 0.52], [0.44, -0.25, -0.53], [-0.66, 0.01, 0.52], [0.42, -0.21, -0.43], [0.13, 0.28, 0.15], [0.85, 0.21, 0.08], [-0.11, 0.05, -0.17], [0.22, 1.00, -0.39], [-0.05, 0.72, 0.34], [-0.11, -0.45, 0.00], [0.15, 0.18, -0.12], [-0.10, 0.47, -0.17], [-0.62, -0.12, -0.10], [-0.71, -0.31, 0.24], [0.05, 0.87, -0.11], [0.69, -0.65, -0.05], [0.04, 0.05, -0.13], [-0.54, 0.33, 0.94], [-0.02, 0.25, 0.16], [-0.24, 0.05, 0.18], [-0.92, -0.10, -0.35], [-0.10, 0.51, 0.25], [0.21, 0.05, 0.34], [0.45, 1.27, -0.24], [-0.08, -0.39, 0.21], [-0.15, -0.04, 0.11], [-0.28, 0.03, 0.21], [0.08, -0.43, 0.46], [0.38, 0.20, 0.08], [-0.05, 0.04, 0.14], [0.75, -0.31, 0.01], [0.04, 0.31, 0.13], [0.12, 0.36, 0.16], [-0.10, 0.26, 0.54], [0.27, -0.12, 0.41], [-0.14, -0.21, 0.08], [-0.01, -0.69, -0.68], [0.52, 0.47, 0.19], [0.24, 0.01, 0.28], [0.02, -0.01, -0.12], [-0.48, -0.12, -0.21], [-0.03, -0.17, 0.27], [-0.17, 0.02, 0.20], [0.71, -0.07, -0.01], [-0.08, -0.01, -0.01], [0.04, -0.35, -0.16], [-0.21, 0.96, 0.32], [-0.34, 0.15, 0.24], [0.08, -0.13, -0.29], [0.22, -0.34, 0.35], [-0.28, -0.31, -0.15], [-0.01, 0.50, -0.22], [0.61, 0.17, -0.25], [-0.04, -0.13, 0.33], [0.47, 0.02, 0.39], [0.30, -0.32, -0.42], [-0.55, 0.29, -0.02], [0.03, -0.02, -0.43], [0.32, 0.24, 0.54], [0.19, -0.64, -1.00], [0.48, 0.57, 0.44], [-0.16, 0.38, -0.57], [-0.24, -0.05, -0.06], [0.68, -0.06, 0.09], [0.41, -0.08, 0.06], [0.02, -0.14, 0.00], [-0.80, -0.06, 0.08], [0.29, 0.01, -0.67], [0.07, -0.11, -0.37], [0.11, 0.76, -0.32], [0.18, 0.19, 0.10], [-0.02, -0.12, 0.24], [0.20, -0.38, 0.25], [0.23, 0.81, -0.51], [-0.07, 0.03, 0.42], [-0.15, -0.03, 0.13], [-0.02, 0.11, -0.47], [0.24, -0.11, -0.06], [0.46, 0.01, 0.43], [-0.14, -0.03, 0.03], [0.42, -0.09, -0.06], [-0.25, -0.43, 0.04], [-0.30, -0.45, 0.03], [0.71, -0.11, -0.18], [0.12, -0.48, 0.17], [-0.31, -0.11, 0.82], [-0.08, 0.44, 0.47], [-0.31, 0.11, 0.29], [0.12, 0.67, -0.02], [-0.51, 0.06, -0.55], [-0.20, 0.10, -0.25], [0.03, -0.34, -0.15], [-0.32, -0.26, -0.53], [-0.22, 0.08, -0.22], [0.00, 0.17, -0.05], [-0.01, -0.19, -0.05], [0.12, -0.18, -0.29], [-0.09, 0.05, 0.78], [0.22, -0.52, -0.10], [-0.14, -0.44, 0.24], [0.40, 0.05, 0.04], [0.11, -0.48, -0.16], [0.20, -0.19, 0.20], [0.66, 0.22, -0.28], [0.30, 0.18, 0.18], [0.20, -0.04, -0.31], [0.49, 0.33, -0.45], [0.18, -0.14, 0.30], [0.04, 0.11, 0.32], [-0.19, -0.18, -0.37], [-0.03, -0.02, 0.26], [0.15, -0.62, -0.05], [0.12, -0.66, -0.64], [0.25, -0.36, 0.31]],
  "lowdin_charge": [0.19, 1.03, 1.08, 0.18, 0.17, 0.14, 0.12, 1.07, -0.23, -0.19, -0.21, -0.14, -0.20, -0.18, -0.19, -0.18, -0.17, -0.20, -0.22, -0.25, -0.19, -0.18, -0.21, -0.21, -0.19, -0.21, -0.19, -0.19, -0.20, -0.19, -0.22, -0.18, -0.16, -0.18, -0.21, -0.18, -0.17, -0.19, -0.04, -0.09, -0.06, -0.30, -0.08, -0.06, 0.00, 0.01, -0.24, -0.09, -0.24, -0.20, -0.27, -0.10, -0.25, -0.08, -0.12, -0.27, 0.02, -0.24, -0.25, -0.08, 0.03, -0.27, -0.25, -0.12, -0.10, -0.07, -0.26, -0.26, -0.22, 0.03, -0.07, 0.04, -0.29, -0.25, -0.26, -0.26, -0.27, 0.03, -0.26, -0.09, -0.27, -0.23, -0.24, -0.06, -0.27, -0.26, -0.25, -0.10, -0.23, -0.22, 0.03, -0.23, -0.19, -0.12, -0.25, -0.27, -0.24, -0.26, -0.25, 0.01, -0.25, -0.25, -0.26, -0.09, -0.10, -0.25, 0.05, -0.22, 0.03, 0.10, 0.09, 0.11, 0.12, 0.10, 0.08, 0.12, 0.11, 0.08, 0.11, 0.09, 0.09, 0.07, 0.07, 0.11, 0.11, 0.11, 0.10, 0.08, 0.11, 0.11, 0.08, 0.15, 0.08, 0.10, 0.07, 0.11, 0.06, 0.06, 0.09, 0.08, 0.10, 0.09, 0.10, 0.07, 0.09, 0.12, 0.11, 0.09, 0.11, 0.10, 0.14, 0.08, 0.09, 0.06, 0.10, 0.08, 0.07, 0.08, 0.14, 0.09, 0.15, 0.10, 0.10, 0.06, 0.08, 0.11, 0.11, 0.08, 0.11, 0.09, 0.11, 0.10, 0.09, 0.10, 0.11, 0.11, 0.06, 0.11, 0.08, 0.08, 0.07, 0.12, 0.09, 0.11, 0.13, 0.08, 0.11, 0.10, 0.12, 0.08, 0.12, 0.12, 0.11, 0.07, 0.08, 0.11, 0.08, 0.10, 0.11, 0.07, 0.12, 0.10, 0.12, 0.10, 0.08, 0.10, 0.10, 0.11, 0.11, 0.10, 0.08, 0.11, 0.07, 0.11, 0.10, 0.11, 0.09, 0.14, 0.16, 0.08, 0.14, 0.11, 0.11, 0.10, 0.07, 0.10, 0.10, 0.11, 0.07, 0.07, 0.07, 0.09, 0.11, 0.11, 0.07, 0.11, 0.11, 0.13, 0.16, 0.09, 0.13, 0.10, 0.10, 0.11, 0.14, 0.14, 0.15, 0.06, 0.08, 0.10, 0.08, 0.11, 0.09]
}